Entry 1:
# C24H12Cl5N3OZr

A molecular structure, C24H12Cl5N3OZr (wB97M-V/def2-TZVPD, the Open Molecules 2025 dataset).

XYZ file:
```
46
Properties=species:S:1:pos:R:3:forces:R:3:mulliken_charge:R:1
Cl -0.0345 0.3188 -3.2679 -0.3 0.4 -0.3 -0.29
Zr 0.0195 0.1797 -0.6348 -0.1 0.3 0.5 1.86
Cl -2.8019 4.0742 -6.0349 0.0 0.0 0.0 -0.12
N 2.2160 0.3097 -0.3855 0.0 0.0 0.2 -0.20
Cl -3.6418 5.4041 -3.3515 0.0 0.0 0.0 -0.12
C -1.9260 -2.3221 3.6449 0.1 0.1 0.0 -1.00
H 1.1562 -0.0613 4.0083 0.0 0.0 0.0 0.18
C -2.2425 3.4842 -2.1126 0.0 0.1 -0.1 0.17
C 4.2400 0.3543 2.7186 0.0 0.0 -0.1 -0.92
O -1.0053 1.7986 -0.9411 0.1 -0.1 -0.3 -0.82
N 0.2368 -0.1990 1.3629 0.1 -0.3 -0.1 -0.48
H 5.2338 0.7579 -1.7816 0.0 0.0 0.0 0.44
H 5.2739 0.4606 3.0187 0.0 0.0 0.0 0.44
H 2.8364 0.5436 -2.3369 0.0 0.0 0.0 0.48
C -2.3752 -2.8511 1.3513 -0.2 0.0 0.2 0.69
C -1.4376 2.3540 -2.1047 0.1 -0.1 0.3 -0.06
C -2.5833 -3.0891 2.7349 0.0 0.0 -0.1 -0.92
C -1.4757 2.2786 -4.5495 0.0 0.1 0.1 -0.49
C 4.8781 0.5671 0.3320 0.1 0.0 0.0 -0.42
C 4.5118 0.6181 -0.9909 -0.1 0.0 0.0 -0.90
H 5.9196 0.6639 0.6152 0.0 0.0 0.0 0.48
C -2.8330 -3.2880 -0.9829 0.0 0.1 0.0 -0.92
C -3.0407 -3.5765 0.3446 0.0 0.0 -0.1 -0.41
C 3.1648 0.4921 -1.3060 -0.1 0.0 -0.1 0.06
Cl -2.6863 4.1899 -0.6245 0.0 0.0 0.0 -0.14
C 1.8948 0.0460 3.2342 0.2 0.0 0.1 -0.59
C 3.9106 0.3878 1.3388 0.1 0.2 0.2 0.64
H -3.2739 -3.8626 3.0426 0.0 0.0 0.0 0.44
C -1.0820 1.7882 -3.3174 0.3 -0.4 -0.2 1.17
H -0.5312 -0.7387 4.0101 0.0 0.0 0.0 0.61
C 1.5413 0.0269 1.9125 -0.4 0.0 -0.1 0.49
N -1.2945 -1.5602 -0.3809 0.1 -0.1 0.2 -0.21
H 3.4732 0.2007 4.6909 0.0 0.0 0.0 0.44
C -1.4851 -1.8394 0.9613 0.3 -0.1 -0.2 0.94
H -3.7235 -4.3677 0.6303 0.0 0.0 0.0 0.48
H -3.3360 -3.8278 -1.7713 0.0 0.0 0.0 0.43
C -1.9623 -2.2543 -1.3043 0.0 0.0 0.0 0.07
C -2.6622 4.0128 -3.3381 0.0 0.0 0.0 0.15
H -1.7939 -1.9797 -2.3384 0.0 0.0 0.0 0.52
C 3.2465 0.2055 3.6337 -0.2 0.0 0.0 -1.11
H -2.0952 -2.4662 4.7031 0.0 0.0 0.0 0.43
Cl -0.9860 1.5166 -5.9954 0.0 0.0 0.0 -0.15
C -0.7249 -1.1065 1.9180 0.2 0.3 -0.1 0.08
C -1.0019 -1.3248 3.2403 -0.1 -0.1 0.1 -0.67
C 2.5672 0.2631 0.9530 -0.1 -0.3 -0.2 0.84
C -2.2840 3.4178 -4.5493 0.0 0.0 0.0 0.45
```
Forces are in eV/Å.

Properties
- Charge: +2
- 2S+1: 1
- Energy relative to the best compared isomer or geometry (same formula, charge and spin): 0.0 kcal per mole
- HOMO: -0.519 Ha
- Molecular weight: 626.869 g mol⁻¹

=====

Entry 2:
# C30H28Cl5GeN2Pd

A molecular structure, C30H28Cl5GeN2Pd (wB97M-V/def2-TZVPD, the Open Molecules 2025 dataset).

XYZ file:
```
67
Properties=species:S:1:pos:R:3:forces:R:3:mulliken_spin:R:1
H -6.5242 2.4036 0.6389 0.0 0.0 0.0 0.00
C -2.4422 0.8361 3.6877 0.2 0.1 -0.1 0.00
H -3.6489 -2.1000 -0.8013 0.0 0.0 0.0 0.00
H 0.6744 4.2814 -1.9436 0.0 0.0 0.0 0.00
C -5.5683 1.9415 0.4317 0.0 0.0 0.0 0.00
C -2.7242 -2.6318 -0.9904 -0.1 0.1 0.0 0.02
H 2.3569 1.6648 -0.9683 0.0 0.0 0.0 0.01
H 1.5615 0.9825 -4.5270 0.0 0.0 0.0 0.00
C -1.4410 0.7513 2.7350 -0.1 -0.2 0.1 -0.02
C -0.3263 -2.6494 -1.2551 -0.2 0.2 0.0 0.03
Pd 0.5781 -0.2748 1.0586 0.3 0.2 -0.4 0.90
H -5.8940 0.2985 1.7779 0.0 0.0 0.0 0.00
C -0.1221 2.3809 -1.3442 0.0 0.0 -0.1 0.00
H 1.7694 3.3824 -3.9670 0.0 0.0 0.0 0.00
C -2.5359 -1.5915 3.6803 0.0 -0.1 -0.1 0.00
H 4.6447 1.9490 -1.3816 0.0 0.0 0.0 0.00
C -1.5144 -1.9418 -1.0042 0.4 -0.3 -0.1 0.02
H 0.2446 -0.5123 -3.0880 0.0 0.0 0.0 0.00
C -1.5355 -1.6266 2.7064 -0.1 0.2 0.1 -0.16
C -3.0036 -0.3579 4.1466 -0.1 0.0 0.1 0.00
C 3.4413 -0.2005 1.5988 0.1 0.0 0.0 0.00
H 5.2708 -1.5569 -0.6839 0.0 0.0 0.0 0.00
H -1.6004 -5.7483 -1.6658 0.0 0.0 0.0 0.00
C 1.2234 2.7189 -3.3086 0.0 0.0 0.0 0.01
C 2.9386 1.4691 -0.0714 0.0 0.0 0.0 -0.02
H -0.6147 2.7884 -0.4709 0.0 0.0 0.0 0.00
H 0.5590 -4.5574 -1.6886 0.0 0.0 0.0 0.00
C -3.9918 0.1677 0.8087 0.0 -0.2 0.1 0.00
Cl -2.9638 2.3571 4.2631 0.0 0.0 0.0 0.00
H 2.9577 -1.8599 -0.4222 0.0 0.0 0.0 0.01
C -3.4731 1.9307 -0.7423 0.1 0.0 0.0 0.01
C -0.3534 -4.0100 -1.4916 -0.1 -0.1 0.0 0.00
Ge -1.4395 -0.0830 -0.5927 -0.4 0.0 0.4 -0.01
C -4.7025 2.5193 -0.4849 0.0 0.0 0.0 0.00
C 4.9528 0.0599 1.4151 0.0 0.0 -0.1 0.00
C -1.0131 -0.4458 2.2005 -0.3 -0.3 0.1 0.08
H 0.6216 -2.1210 -1.2663 0.1 0.0 0.0 -0.01
C -2.7505 -3.9980 -1.2342 -0.1 0.0 0.0 0.00
C 4.4396 1.7118 -0.3392 0.1 0.0 0.0 0.00
Cl -4.2624 -0.3027 5.3025 0.0 0.0 0.0 0.00
H 2.6337 -0.6101 -1.6284 0.0 0.0 0.0 -0.01
C 0.3821 0.5222 -2.7954 -0.1 0.0 0.0 0.02
H 6.1694 0.5816 -0.1721 0.0 0.0 0.0 0.00
H -4.9839 3.4259 -1.0032 0.0 0.0 0.0 0.00
N 2.7052 0.0736 0.3428 0.0 -0.2 0.1 0.04
H 3.0415 0.4391 2.3846 0.0 0.0 0.0 -0.01
C -0.2519 1.0215 -1.6519 0.1 0.1 0.1 0.01
Cl -3.1970 -3.0485 4.2860 0.0 0.0 0.0 0.00
H 5.3180 0.8869 2.0206 0.0 0.0 0.0 0.00
H 2.5745 2.1298 0.7141 0.0 0.0 0.0 0.00
Cl -0.5849 2.1441 2.1380 -0.1 0.3 0.1 0.04
H -2.8219 2.3917 -1.4738 0.0 0.0 0.0 0.00
C 0.6068 3.2254 -2.1710 0.0 0.0 0.0 -0.01
C 3.1838 -0.8359 -0.7156 0.0 0.0 0.0 -0.01
H -3.6918 -4.5308 -1.2355 0.0 0.0 0.0 0.00
H 4.9520 -0.3619 -1.9497 0.0 0.0 0.0 0.00
H -3.7423 -0.7620 1.3060 0.0 0.0 0.0 0.00
C -1.5718 -4.6830 -1.4783 0.1 0.0 0.0 0.01
C -3.0972 0.7533 -0.0884 0.1 0.1 -0.2 0.01
H 4.8631 2.4927 0.2888 0.0 0.0 0.0 0.00
C 4.7029 -0.6631 -0.9342 0.0 0.1 0.0 0.00
N 5.1711 0.4367 -0.0221 0.0 0.0 0.0 0.00
C -5.2142 0.7599 1.0735 0.0 0.0 0.0 0.00
H 3.2696 -1.2378 1.8844 0.0 0.0 0.0 0.00
H 5.5593 -0.8200 1.6188 0.0 0.0 0.0 0.00
Cl -0.8785 -3.1238 2.1630 0.0 -0.1 -0.1 0.01
C 1.1140 1.3672 -3.6194 0.0 0.0 0.0 0.00
```
Forces are in eV/Å.

Properties
- Charge: +2
- 2S+1: 2
- Energy relative to the best compared isomer or geometry (same formula, charge and spin): 0.0 kcal per mole
- HOMO (alpha / beta): -0.499 / -0.498 Ha
- Molecular weight: 772.863 g mol⁻¹

=====

Entry 3:
# C3H8O2

A molecular structure, C3H8O2 (wB97M-V/def2-TZVPD, the Open Molecules 2025 dataset).

XYZ file:
```
13
Properties=species:S:1:pos:R:3:forces:R:3:mulliken_charge:R:1
H 1.1417 1.4110 0.6451 0.0 -0.2 0.0 0.24
H -2.3177 -0.2998 0.4272 0.2 0.1 -0.1 0.31
H 2.0150 0.0241 -0.9971 0.2 -0.1 0.1 0.30
C -1.7426 0.3488 -0.2268 -0.5 0.2 -0.2 -0.51
H -0.4826 -1.0283 -1.4231 0.0 0.2 0.1 0.34
H -1.5690 1.3205 0.2211 0.0 -0.2 0.0 0.27
H 0.1778 -1.4875 0.6077 0.0 0.1 0.0 0.24
C 1.2860 0.3231 0.7556 -0.3 0.1 0.3 -0.41
C -0.0031 -0.4051 0.5515 0.5 -0.2 0.1 -0.49
O -0.2954 -0.1687 -1.0128 -0.2 -0.2 0.0 -0.36
H -2.2539 0.4609 -1.2002 0.1 0.0 0.1 0.27
O 2.3441 -0.1086 -0.0980 0.0 0.0 -0.3 -0.52
H 1.6175 0.1418 1.7842 -0.1 0.0 -0.1 0.33
```
Forces are in eV/Å.

Properties
- Charge: 0
- 2S+1: 1
- Energy relative to the best compared isomer or geometry (same formula, charge and spin): 142.7 kcal per mole
- HOMO: -0.265 Ha
- Molecular weight: 76.095 g mol⁻¹

=====

Entry 4:
# C16H38BN6OPPbS2Si

A molecular structure, C16H38BN6OPPbS2Si in a non-equilibrium geometry (wB97M-V/def2-TZVPD, the Open Molecules 2025 dataset).

XYZ file:
```
67
Properties=species:S:1:pos:R:3:forces:R:3:mulliken_charge:R:1
C 0.9706 4.1354 2.1795 0.3 -0.6 -0.8 -1.03
B -0.5641 -3.4469 -1.0651 -1.5 0.7 -0.2 0.11
O 0.1695 1.9417 0.6010 0.2 0.3 -0.3 -0.09
H 0.5744 -3.9562 1.5516 0.5 0.5 -1.4 0.40
C -2.9022 -1.4632 3.8618 -1.5 0.3 -1.6 -1.24
S -2.0589 -0.6753 0.0889 -0.3 0.1 -0.6 -0.23
C 2.5732 -3.9760 0.7194 0.7 -1.1 0.3 -0.54
H -3.8829 -1.3733 4.3611 0.6 0.0 0.2 0.35
H -1.7055 1.9846 4.7404 0.0 0.2 0.1 0.33
C -1.6952 -1.1602 -3.7831 -1.1 0.2 -0.6 -0.52
H -1.7881 5.1397 0.8221 0.0 -0.3 -0.3 0.38
C -1.7764 -1.1559 -1.5419 0.6 0.6 -0.3 -0.86
S 2.2139 -2.7836 -2.9285 -0.4 -0.2 -0.1 -0.49
C -3.8056 0.8587 2.6217 0.4 -0.5 0.8 -1.08
N -1.0247 -2.1766 -1.9553 0.2 -1.8 -0.1 0.35
H 3.3221 -0.7306 -1.0564 0.4 0.3 0.1 -0.07
N -2.1484 -0.4634 -2.6551 -0.6 -0.5 0.0 0.41
H -3.5588 1.7774 2.1248 -0.1 0.4 -0.5 0.11
H 1.0770 5.3258 -1.3494 -0.5 -1.2 0.7 0.42
H -2.5265 1.6102 -2.1969 -0.8 -1.7 -1.2 0.13
C -1.6692 4.0587 0.6337 -1.8 0.1 -0.6 -0.76
H -3.1070 -1.9905 2.9068 0.3 -0.2 0.6 0.27
H -2.1444 -1.9365 4.4232 0.5 -0.9 0.7 0.43
H 1.2116 -0.9115 -2.3668 -0.3 1.4 0.4 -0.42
C -1.0375 -2.2447 -3.3493 0.6 0.1 0.6 -0.50
N 0.8721 -3.3402 -0.5319 0.4 0.6 -1.7 0.39
H 4.3321 0.8197 -1.3118 -0.4 -0.9 -0.3 0.47
Pb 0.5799 -0.1310 0.7089 -0.2 0.0 -0.1 1.16
H 2.7541 0.6797 -3.1323 -0.5 0.0 0.8 0.41
H -0.5962 -4.3945 -1.7993 -0.1 -0.1 -0.1 -0.15
H -4.2563 0.1255 1.9563 0.0 0.2 -0.2 0.39
C 4.4062 -3.9313 -1.1138 -2.0 -0.6 -1.7 -1.03
C 3.3435 0.3685 -1.0631 -0.1 1.4 -1.7 -0.20
H 2.0505 3.9248 2.0485 -0.3 0.1 0.2 0.25
H -2.2827 3.7710 -0.2840 1.0 0.5 0.9 0.18
H 4.5819 -3.3486 -2.0403 -0.8 -0.3 0.5 0.33
H 0.2971 0.5559 -2.3687 -0.3 -0.2 -0.1 0.09
H 2.1624 1.9363 -2.0717 -0.4 -0.4 0.4 0.17
H -3.0727 1.0318 5.4102 0.3 0.0 0.0 0.35
H -3.1397 0.8535 -3.7895 -0.3 0.5 -0.4 0.32
H 0.6001 3.4380 2.9636 0.1 0.7 -0.3 0.21
H -2.2307 3.5561 1.4399 0.5 0.1 0.0 0.01
H 0.8800 5.1947 2.4351 -0.2 -0.2 0.2 0.38
C 0.9240 4.2339 -1.0774 0.1 -0.7 -1.6 -1.05
H 3.5754 0.7717 0.9094 0.4 0.0 0.6 0.25
H -4.0202 0.6168 -2.2345 0.8 -0.6 -0.4 0.28
H -2.0867 -0.9404 -4.7816 0.5 0.2 0.5 0.41
Si 0.1014 3.5548 0.5724 0.4 0.0 -0.2 0.12
H 4.6588 -4.9702 -1.3412 -0.4 0.0 0.1 0.33
H -4.4896 1.0783 3.4507 0.1 -0.1 -0.1 0.44
C -3.0268 0.6906 -2.7358 0.8 1.8 1.9 -0.66
H -1.3731 0.4342 5.4543 0.4 -0.3 0.7 0.38
H 2.7453 1.9502 0.0752 0.2 -0.9 0.3 0.05
C 1.9885 -3.3183 -1.3290 0.3 -0.1 0.2 -0.10
H -1.4024 -3.4608 -0.1625 0.8 -0.3 -0.2 -0.17
N 3.0247 -3.7683 -0.5623 1.3 0.5 -1.5 0.20
H 0.5144 3.7175 -2.0431 -0.1 1.0 1.7 0.29
P -2.2301 0.1150 3.2769 -0.3 0.8 0.1 0.73
C 2.2920 0.8458 -2.1167 1.8 -1.0 -1.0 -0.57
N 2.9176 0.9337 0.1773 -0.8 0.9 0.8 -0.54
H 1.9293 3.7874 -1.1571 0.2 0.3 0.5 0.28
H -0.4894 -3.0210 -3.8853 -0.4 0.4 0.3 0.55
H 3.1422 -4.4861 1.4901 0.0 0.4 -0.2 0.48
N 1.0677 0.0624 -1.9446 0.4 -0.4 0.5 0.04
H 5.0863 -3.5575 -0.4610 1.9 0.9 2.4 0.46
C -2.1007 0.9859 4.9006 -0.5 0.3 -0.8 -1.26
C 1.2531 -3.7536 0.6803 -0.9 -0.8 3.3 -0.54
```
Forces are in eV/Å.

Properties
- Charge: 0
- 2S+1: 1
- Energy relative to the best compared isomer or geometry (same formula, charge and spin): 26.5 kcal per mole
- HOMO: -0.272 Ha
- Molecular weight: 671.727 g mol⁻¹